99
Properties=species:S:1:pos:R:3 method="wB97M-V/def2-TZVPD" orbital_gap_ev="6.1 / 6.4" e_above_lowest_kcal_mol=5.29 homo_energy_ev="-7.224 / -6.744" total_charge=0
Bi -0.5731 -0.5941 0.2743
C 4.0254 -2.4892 -4.1403
C 2.6701 -2.3303 -3.5076
C 2.0943 -3.3579 -2.7634
C 0.8721 -3.1934 -2.1412
C 0.1437 -2.0063 -2.2590
N -1.0703 -1.7795 -1.5744
C -2.1291 -2.6274 -1.7407
C -2.0807 -3.7491 -2.5975
C -3.0824 -4.6847 -2.6443
C -4.2230 -4.5796 -1.8380
C -5.2801 -5.6492 -1.8110
C -4.3520 -3.4416 -1.0830
C -3.3745 -2.4278 -1.0817
N -3.7106 -1.2250 -0.4622
C -4.9940 -0.8761 -0.0216
C -4.9680 0.3578 0.4766
C -3.5785 0.8607 0.3285
N -2.8519 -0.2083 -0.2634
C 0.7310 -0.9763 -3.0029
C 1.9738 -1.1364 -3.6056
N 0.0669 0.2714 -3.1788
C -0.0307 0.9876 -4.3218
C -0.6847 2.1555 -4.0135
C -0.9494 2.0587 -2.6354
N -0.4936 0.9207 -2.1414
H 4.2988 -3.5411 -4.2155
H 4.7948 -1.9887 -3.5484
H 4.0509 -2.0608 -5.1429
H 2.6230 -4.2977 -2.6536
H 0.4464 -3.9910 -1.5465
H -1.2085 -3.8919 -3.2169
H -2.9677 -5.5407 -3.3000
H -4.8749 -6.6067 -2.1387
H -6.1168 -5.4013 -2.4681
H -5.6771 -5.7756 -0.8036
H -5.2149 -3.3499 -0.4393
H -5.8133 -1.5622 -0.1201
H -5.7969 0.9141 0.8779
H -3.1014 1.2764 1.2212
H 2.4035 -0.2990 -4.1437
H 0.3421 0.5975 -5.2537
H -0.9568 2.9483 -4.6883
H -1.4549 2.7565 -1.9882
C 5.1963 1.3984 1.2038
N 4.2667 1.4613 2.3208
C 4.8022 2.0579 3.5285
P 2.6606 1.2957 2.0480
O 2.3842 0.3594 0.9444
O 2.1865 2.8241 1.6967
P 0.7399 3.2004 1.0709
O -0.1928 2.0626 1.1860
N 1.0823 3.6713 -0.4698
C 1.1735 5.0715 -0.8498
C 1.9575 2.7963 -1.2499
N 0.2784 4.5102 1.9343
C -1.1362 4.7933 2.1372
C 1.1906 5.5578 2.3513
N 1.9237 0.9885 3.4780
C 1.2588 2.0010 4.2840
C 1.4527 -0.3720 3.7326
H 6.0632 0.7944 1.4817
H 5.5477 2.3974 0.9218
H 4.7122 0.9322 0.3491
H 5.6900 1.5080 3.8496
H 4.0699 2.0091 4.3313
H 5.0864 3.1047 3.3700
H 0.4053 5.6576 -0.3499
H 1.0059 5.1501 -1.9252
H 2.1573 5.5029 -0.6262
H 1.8557 1.7633 -0.9216
H 3.0063 3.0969 -1.1337
H 1.6833 2.8543 -2.3044
H -1.7370 3.9536 1.7997
H -1.4360 5.6910 1.5866
H -1.3322 4.9587 3.2002
H 2.2233 5.2579 2.1824
H 1.0621 5.7568 3.4189
H 1.0052 6.4903 1.8080
H 1.7138 2.9787 4.1405
H 1.3514 1.7336 5.3390
H 0.1953 2.0696 4.0319
H 1.9185 -1.0725 3.0438
H 0.3684 -0.4327 3.6021
H 1.6958 -0.6596 4.7582
O -3.5732 2.0276 -0.6279
O -3.1585 3.1162 -0.0626
C 1.2302 -4.5119 1.5513
C 0.2408 -3.5466 0.9385
O -0.8349 -3.9203 0.4970
O 0.6772 -2.3171 0.8837
H 0.7863 -5.4993 1.6438
H 1.5531 -4.1488 2.5269
H 2.1176 -4.5611 0.9170
N -1.8388 -1.2777 2.0877
C -2.6407 -2.0764 2.4073
N -3.4855 -2.9104 2.8406
C -4.7192 -2.9724 2.3875
N -5.8183 -3.0418 2.0261

***

99
Properties=species:S:1:pos:R:3 method="wB97M-V/def2-TZVPD" orbital_gap_ev=5.5 homo_energy_ev=-1.597 total_charge=-2
C 3.9022 4.1833 -1.5067
C 2.8051 3.2476 -1.9470
Br 1.1000 4.0262 -2.0451
C 2.9490 1.9534 -2.2194
Br 4.7216 1.2482 -1.9574
C 1.9993 0.8756 -2.7223
O 0.9213 1.3298 -3.4408
P -0.6610 0.5476 -3.1619
C -2.2219 -0.4574 -2.8179
C -1.1504 1.8788 -1.8038
O -1.0274 1.5534 -0.5976
O -1.5792 2.9696 -2.2456
C 0.0297 -0.8119 -4.4383
O 0.8633 -0.5781 -5.2902
C -0.3210 -2.3676 -4.4722
F -0.6728 -2.8995 -3.2891
F 0.8351 -3.0025 -4.8475
C -1.3735 -2.8439 -5.5323
F -2.6192 -2.8467 -5.0324
F -1.0817 -4.1314 -5.8437
C -1.4155 -2.0523 -6.8653
F -2.3145 -2.7001 -7.6682
F -1.9016 -0.8308 -6.6264
C -0.0795 -1.9893 -7.6473
O 0.5582 -2.9630 -7.9117
O 0.2022 -0.7344 -8.0362
C -1.3817 1.5665 -4.5864
C -0.5893 2.1304 -5.5861
C -1.1705 2.8568 -6.6187
N -2.4756 3.0852 -6.7419
C -3.2369 2.5505 -5.7852
C -2.7526 1.8003 -4.7263
O 0.1771 -0.4708 -1.9559
C 1.4685 -0.1984 -1.6425
C 2.3909 -1.4321 -1.8284
C 2.1636 -2.5975 -0.9036
O 1.2107 -3.2546 -0.7207
Br 3.8663 -3.1071 0.0858
C 1.5611 0.4486 -0.2500
S 0.6099 -0.2615 1.0780
O 1.5622 -0.7160 2.0840
O -0.4087 -1.2015 0.7109
H 4.0948 4.0778 -0.4352
H 3.6000 5.2127 -1.6941
H 4.8315 3.9900 -2.0447
H 2.6415 0.2893 -3.4050
H -2.6778 -0.8287 -3.7361
H -1.9972 -1.2631 -2.1258
H -2.9497 0.2105 -2.3505
H 1.1572 -0.6044 -7.9443
H 0.4838 1.9960 -5.5758
H -0.5324 3.2769 -7.3936
H -4.3077 2.7271 -5.8651
H -3.4586 1.4324 -3.9934
H 2.2473 -1.8284 -2.8397
H 3.4332 -1.1384 -1.7398
H 1.2035 1.4795 -0.3218
H 2.5871 0.4618 0.1330
H 0.0035 0.8258 1.6054
C 2.2568 2.5192 3.2817
C 2.3608 3.1626 4.6601
C 2.3862 2.1328 5.7897
C 1.1395 1.2496 5.8751
C -0.1752 2.0081 6.0442
C -0.2477 2.8256 7.3308
H 1.3338 1.9486 3.1834
H 2.2636 3.2700 2.4897
H 3.0855 1.8318 3.1034
H 1.5317 3.8622 4.8030
H 3.2751 3.7616 4.7151
H 2.5428 2.6489 6.7432
H 3.2555 1.4818 5.6531
H 1.2599 0.5568 6.7154
H 1.0762 0.6244 4.9814
H -0.9939 1.2840 6.0364
H -0.3434 2.6627 5.1851
H -0.1192 2.1835 8.2060
H -1.2132 3.3266 7.4228
H 0.5252 3.5958 7.3629
C -3.8322 -3.8289 2.9220
C -2.5888 -4.3412 3.6409
C -2.4947 -3.8886 5.0981
C -2.4065 -2.3729 5.2879
C -1.2411 -1.7146 4.5526
C 0.1312 -2.1970 5.0103
H -3.8488 -2.7399 2.8729
H -3.8671 -4.1960 1.8961
H -4.7417 -4.1604 3.4319
H -1.6990 -4.0269 3.0908
H -2.5896 -5.4353 3.6189
H -1.6255 -4.3650 5.5611
H -3.3693 -4.2601 5.6457
H -2.3256 -2.1580 6.3602
H -3.3410 -1.9093 4.9585
H -1.3034 -0.6324 4.7017
H -1.3343 -1.8741 3.4756
H 0.2751 -2.0088 6.0795
H 0.9182 -1.6815 4.4598
H 0.2618 -3.2662 4.8336

***

87
Properties=species:S:1:pos:R:3 method="wB97M-V/def2-TZVPD" orbital_gap_ev=6.9 e_above_lowest_kcal_mol=28.26 homo_energy_ev=-13.085 total_charge=+2
Zr -0.1578 -0.4048 0.4166
C 2.9143 1.8967 2.0771
C 3.6098 0.5732 1.7525
C 5.0663 0.7908 1.3689
P 2.5620 -0.2661 0.4467
C 3.5309 -1.7000 -0.2397
C 2.6725 -2.2849 -1.3709
C 3.8527 -2.6985 0.8650
C 2.6425 0.8073 -1.0315
C 3.7530 0.9697 -1.8579
C 3.6623 1.7291 -3.0106
C 2.4491 2.3028 -3.3654
C 1.3399 2.1607 -2.5510
C 1.4254 1.4302 -1.3607
N 0.3678 1.4085 -0.4204
C -0.0702 2.6855 -0.0480
C 0.7319 3.8297 -0.1759
C 0.2629 5.0772 0.1814
C -1.0318 5.2434 0.6519
C -1.8320 4.1312 0.8274
C -1.3563 2.8604 0.5137
P -2.1747 1.2895 0.8865
C -3.8326 1.2581 0.0181
C -4.7660 2.4458 0.2302
C -3.4504 1.1307 -1.4619
C -2.3088 1.2756 2.7673
C -2.9755 2.4716 3.4396
C -0.8461 1.1490 3.2186
H 3.3786 2.3655 2.9431
H 1.8496 1.7356 2.2909
H 2.9992 2.5873 1.2380
H 3.5608 -0.0782 2.6370
H 5.1530 1.4644 0.5210
H 5.5600 -0.1475 1.1332
H 5.5909 1.2421 2.2083
H 4.4702 -1.3343 -0.6663
H 1.6210 -2.4099 -1.0541
H 3.0577 -3.2550 -1.6857
H 2.6910 -1.6262 -2.2421
H 2.9738 -2.8763 1.4801
H 4.6375 -2.3205 1.5155
H 4.1932 -3.6414 0.4399
H 4.6974 0.5195 -1.5973
H 4.5369 1.8786 -3.6261
H 2.3749 2.8872 -4.2689
H 0.4051 2.6408 -2.8075
H 1.7339 3.7367 -0.5632
H 0.9155 5.9293 0.0872
H -1.4018 6.2263 0.8929
H -2.8320 4.2540 1.2088
H -4.3351 0.3437 0.3645
H -4.3371 3.3601 -0.1700
H -5.0160 2.5912 1.2772
H -5.6955 2.2584 -0.3046
H -2.9165 2.0274 -1.7804
H -4.3404 1.0330 -2.0779
H -2.8042 0.2644 -1.6424
H -2.8595 0.3619 3.0294
H -2.4341 3.3919 3.2374
H -2.9873 2.3225 4.5171
H -4.0064 2.5878 3.1190
H -0.3078 2.0586 2.9298
H -0.3551 0.2557 2.7552
H -0.7885 1.0553 4.3017
Br -5.7371 -4.5577 -2.7483
C -5.1310 -3.6972 -1.1754
C -5.9202 -3.6869 -0.0188
N -5.5276 -3.1173 1.1012
C -4.3514 -2.5307 1.1506
C -3.4910 -2.4601 0.0445
C -3.8977 -3.0589 -1.1494
C -2.1937 -1.7809 0.1880
O -1.4323 -1.5116 -0.8022
O -1.8064 -1.4029 1.3347
H -6.8995 -4.1422 -0.0090
H -4.0673 -2.0923 2.0980
H -3.2648 -3.0174 -2.0213
C 1.3813 -5.0100 1.1335
S 0.2036 -3.8115 1.8559
C -1.2091 -4.5257 0.9428
O 0.5045 -2.4750 1.1653
H 1.0195 -6.0086 1.3579
H 2.3586 -4.8965 1.5884
H 1.4362 -4.8678 0.0602
H -1.1963 -5.6023 1.0812
H -1.0976 -4.2763 -0.1100
H -2.1408 -4.1309 1.3330

***

92
Properties=species:S:1:pos:R:3 method="wB97M-V/def2-TZVPD" orbital_gap_ev=5.8 homo_energy_ev=-10.783 total_charge=+1
C 10.2059 0.4263 1.4940
C 9.9363 0.8929 -0.0005
O 8.5191 1.0019 -0.2346
C 8.0539 2.3426 0.0370
C 6.5699 2.2486 0.5952
O 5.8385 3.4709 0.4581
C 4.8446 3.4155 -0.5679
C 3.4134 3.5925 0.0962
O 2.4460 3.5300 -0.9856
C 1.4983 4.5758 -0.8849
O 0.4550 4.2254 0.0722
C -0.7635 4.7235 -0.3221
O -0.8747 5.8339 -0.7745
C -2.0687 3.8843 -0.1657
C -3.2518 4.2925 0.6164
S -3.3227 5.8820 1.5210
C -4.5202 7.0169 0.7159
O -3.8857 5.5603 2.8498
O -2.0272 6.5136 1.7410
C -4.4022 3.3970 0.6326
N -4.4398 2.1869 -0.0606
C -5.7055 1.4169 0.0387
C -6.2538 1.2905 1.5409
C -6.9098 -0.1504 1.8041
O -6.2827 -0.7271 2.9701
C -3.3669 1.7657 -0.8251
C -3.3551 0.4508 -1.6591
C -2.3274 -0.6424 -1.1020
C -2.0093 -1.7777 -2.1544
S -0.7709 -1.3245 -3.4150
O -0.7910 -2.3882 -4.4199
O -1.0470 -0.0574 -4.1094
O 0.7586 -1.2511 -2.8261
C -2.1360 2.6074 -0.8850
Cl -0.7224 2.1275 -1.8582
H 9.8334 -0.6246 1.6730
H 9.6106 1.0825 2.1953
H 11.2873 0.5251 1.7840
H 10.4166 1.8975 -0.1910
H 10.3452 0.1273 -0.7215
H 8.7283 2.8202 0.7950
H 8.0976 2.9060 -0.9397
H 6.0559 1.3464 0.1579
H 6.6785 2.0258 1.7005
H 4.8703 2.4924 -1.2033
H 5.0274 4.2869 -1.2671
H 3.2445 2.6736 0.7317
H 3.3615 4.5360 0.6975
H 2.0100 5.5439 -0.6018
H 1.0716 4.7652 -1.9134
H -5.5417 6.6519 1.0141
H -4.3813 8.0541 1.1200
H -4.4409 6.9644 -0.4049
H -5.2967 3.7233 1.2157
H -5.6511 0.3776 -0.3597
H -6.4921 1.9998 -0.5199
H -7.1057 2.0225 1.6721
H -5.4822 1.5395 2.3137
H -6.7709 -0.8538 0.9435
H -8.0138 -0.0796 2.0021
H -6.2655 -0.0065 3.6231
H -2.9540 0.7375 -2.6822
H -4.3619 0.0020 -1.8414
H -1.3933 -0.1730 -0.6787
H -2.8494 -1.1359 -0.2312
H -2.9839 -2.0646 -2.6378
H -1.6037 -2.6512 -1.5663
H 1.1358 -0.3880 -3.0968
C 0.5476 -2.8444 0.5419
C -0.0385 -4.0937 0.7095
C -0.4608 -4.5004 1.9695
C -0.3055 -3.6532 3.0608
C 0.2773 -2.4022 2.8926
C 0.7078 -1.9988 1.6341
H 0.8804 -2.5291 -0.4415
H -0.1656 -4.7523 -0.1432
H -0.9116 -5.4773 2.1010
H -0.6389 -3.9684 4.0426
H 0.3968 -1.7415 3.7438
H 1.1674 -1.0253 1.5040
C -1.7626 -8.3400 -2.3878
C -0.6741 -7.5379 -2.0666
C 0.0067 -7.7357 -0.8710
C -0.3953 -8.7421 -0.0006
C -1.4816 -9.5463 -0.3237
C -2.1680 -9.3429 -1.5150
H -2.2954 -8.1838 -3.3187
H -0.3561 -6.7572 -2.7490
H 0.8521 -7.1058 -0.6175
H 0.1386 -8.8995 0.9296
H -1.7941 -10.3323 0.3542
H -3.0182 -9.9669 -1.7640

***

no.,total energy (eV)
1,-90545.2811
2,-302436.1388
3,-143762.6196
4,-92106.0203